{
  "formula": "C22H63B3ClF3O14",
  "method": "the ωB97M-V functional and the def2-TZVPD basis",
  "smiles": "FC(F)(F)OCB1OBOB(Cl)O1.CCO.CCO.CCO.CCO.CCO.CCO.CCO.CCO.CCO.CCO",
  "total_charge": 0,
  "elements": ["F", "C", "F", "F", "O", "C", "B", "O", "B", "O", "B", "Cl", "O", "H", "H", "H", "C", "C", "O", "H", "H", "H", "H", "H", "H", "C", "C", "O", "H", "H", "H", "H", "H", "H", "C", "C", "O", "H", "H", "H", "H", "H", "H", "C", "C", "O", "H", "H", "H", "H", "H", "H", "C", "C", "O", "H", "H", "H", "H", "H", "H", "C", "C", "O", "H", "H", "H", "H", "H", "H", "C", "C", "O", "H", "H", "H", "H", "H", "H", "C", "C", "O", "H", "H", "H", "H", "H", "H", "C", "C", "O", "H", "H", "H", "H", "H", "H", "C", "C", "O", "H", "H", "H", "H", "H", "H"],
  "xyz": [[-3.1742, -0.1166, -0.0286], [-2.4292, -0.1170, 1.0969], [-2.5452, -1.3218, 1.6595], [-2.9931, 0.7877, 1.9296], [-1.1312, 0.1112, 0.8663], [-0.8050, 1.3744, 0.2567], [0.3989, 2.0502, 1.0003], [0.9460, 3.2448, 0.5295], [0.8289, 4.2169, 1.5176], [1.3203, 3.8781, 2.7809], [0.9426, 2.5968, 3.1682], [0.3936, 2.2691, 4.7952], [0.8872, 1.5827, 2.2180], [-0.5692, 1.2356, -0.8054], [-1.6448, 2.0820, 0.2953], [0.2527, 5.2352, 1.3245], [-2.7901, -0.1053, -3.8831], [-2.1924, -1.4956, -3.8453], [-1.2339, -1.6194, -2.7865], [-1.9979, 0.6344, -4.0141], [-3.5069, -0.0007, -4.6967], [-3.3008, 0.1142, -2.9414], [-1.6627, -1.7081, -4.7734], [-2.9761, -2.2432, -3.7157], [-1.6909, -1.4464, -1.9567], [0.5521, -2.5266, -7.1239], [-0.3137, -1.6524, -8.0100], [-0.7473, -0.4814, -7.3223], [0.0056, -2.8162, -6.2256], [0.8739, -3.4309, -7.6426], [1.4429, -1.9821, -6.8024], [-1.2188, -2.1784, -8.3118], [0.2293, -1.3688, -8.9181], [0.0385, 0.0052, -7.0546], [4.5914, 5.7046, 0.0824], [4.8729, 6.1247, 1.5125], [3.6896, 6.0951, 2.3148], [3.8359, 6.3526, -0.3642], [5.4973, 5.7527, -0.5233], [4.2129, 4.6790, 0.0480], [5.2376, 7.1498, 1.5473], [5.6376, 5.4849, 1.9534], [3.3627, 5.1889, 2.3153], [-5.5522, -3.9972, -5.9509], [-5.6899, -3.5079, -4.5218], [-5.3448, -2.1316, -4.3888], [-4.5329, -3.8438, -6.3069], [-5.7935, -5.0583, -6.0261], [-6.2242, -3.4475, -6.6143], [-5.0081, -4.0479, -3.8654], [-6.7095, -3.6741, -4.1584], [-5.9395, -1.6207, -4.9469], [1.1718, -4.5024, -3.3093], [2.2566, -3.5715, -2.8064], [2.3147, -2.3704, -3.5695], [1.3380, -4.7558, -4.3579], [1.1378, -5.4246, -2.7269], [0.1990, -4.0106, -3.2335], [3.2387, -4.0354, -2.8951], [2.0894, -3.3316, -1.7512], [1.4569, -1.9362, -3.4844], [4.6476, 5.9266, 6.6635], [4.1746, 4.8754, 5.6769], [2.7828, 4.5958, 5.8107], [4.4401, 5.6110, 7.6868], [5.7194, 6.1040, 6.5615], [4.1298, 6.8733, 6.4928], [4.6827, 3.9279, 5.8591], [4.3975, 5.1944, 4.6554], [2.3010, 5.4119, 5.6426], [9.0436, 3.5172, 3.2707], [8.1336, 3.9284, 2.1294], [8.0601, 5.3441, 1.9785], [8.7027, 3.9614, 4.2062], [9.0622, 2.4326, 3.3843], [10.0661, 3.8579, 3.0915], [7.1124, 3.5972, 2.3186], [8.4657, 3.4705, 1.1918], [8.9472, 5.6680, 1.7942], [-3.1195, -5.2678, 2.2753], [-1.6632, -5.0238, 2.6283], [-1.0838, -4.0113, 1.8059], [-3.2159, -5.5460, 1.2249], [-3.5421, -6.0640, 2.8905], [-3.7106, -4.3616, 2.4334], [-1.0752, -5.9250, 2.4559], [-1.5674, -4.7551, 3.6802], [-1.5789, -3.1994, 1.9510], [-3.5325, -7.8263, 6.1183], [-2.4349, -6.8695, 6.5439], [-2.4074, -5.6912, 5.7435], [-3.4079, -8.1048, 5.0713], [-3.5184, -8.7328, 6.7248], [-4.5151, -7.3606, 6.2259], [-1.4560, -7.3310, 6.4218], [-2.5506, -6.6017, 7.5995], [-3.2555, -5.2468, 5.8416], [-5.1696, 4.2382, -1.7638], [-4.5713, 2.8652, -1.5275], [-3.6138, 2.8699, -0.4695], [-4.3857, 4.9600, -1.9942], [-5.8789, 4.2160, -2.5919], [-5.6972, 4.5893, -0.8738], [-4.0337, 2.5222, -2.4104], [-5.3585, 2.1368, -1.3078], [-4.0608, 3.1514, 0.3355]],
  "forces_ev_per_angstrom": [[0.095, -0.043, 0.122], [0.186, 0.156, -0.170], [-0.095, 0.100, 0.049], [0.147, -0.180, -0.176], [-0.419, -0.096, 0.045], [0.414, 0.252, -0.171], [1.114, -0.261, 0.070], [-1.339, 0.208, 0.209], [0.891, -0.278, -0.061], [-1.074, -0.063, -0.039], [0.651, -0.252, -0.126], [0.229, 0.045, -0.059], [-0.972, 0.611, 0.167], [-0.179, -0.127, 0.098], [0.020, -0.212, -0.070], [0.305, 0.139, -0.036], [0.097, 0.108, 0.061], [-0.045, 0.015, 0.220], [0.169, 0.013, -0.163], [-0.012, 0.010, -0.047], [0.001, -0.047, -0.008], [-0.058, -0.035, -0.026], [0.066, 0.005, 0.032], [-0.036, 0.008, -0.079], [0.020, -0.040, 0.023], [-0.029, 0.027, 0.063], [0.146, 0.055, 0.088], [-0.079, -0.027, -0.037], [0.001, -0.037, -0.012], [0.002, 0.011, -0.023], [0.039, -0.050, -0.013], [-0.031, 0.032, 0.003], [-0.029, -0.061, -0.039], [-0.023, 0.023, 0.035], [-0.065, 0.035, 0.014], [-0.167, -0.150, -0.021], [-0.014, 0.014, -0.094], [0.021, 0.018, -0.008], [0.012, -0.017, 0.009], [0.044, -0.016, -0.007], [-0.003, 0.013, 0.046], [0.083, 0.061, 0.010], [-0.021, 0.011, 0.150], [0.066, 0.065, -0.007], [-0.058, 0.056, -0.085], [-0.061, -0.046, -0.007], [0.006, -0.022, 0.010], [-0.012, -0.002, 0.005], [-0.030, -0.030, 0.004], [-0.003, 0.008, 0.027], [0.019, -0.051, 0.037], [0.009, 0.017, 0.004], [-0.095, 0.021, -0.084], [-0.111, 0.068, 0.000], [-0.035, 0.041, -0.034], [0.055, -0.015, 0.014], [0.004, 0.011, 0.021], [-0.014, -0.035, 0.056], [0.027, 0.035, -0.007], [0.031, -0.066, 0.023], [-0.015, -0.011, 0.029], [-0.073, -0.025, 0.060], [-0.055, 0.051, 0.038], [0.135, -0.008, 0.028], [0.022, -0.012, -0.005], [0.003, 0.006, -0.017], [0.036, 0.013, -0.031], [-0.015, -0.014, -0.008], [0.031, -0.002, -0.043], [-0.028, -0.023, -0.071], [-0.021, 0.082, 0.035], [0.101, 0.048, -0.020], [0.041, -0.078, 0.010], [-0.016, -0.019, 0.005], [0.003, -0.006, -0.013], [0.011, -0.039, -0.017], [-0.017, 0.004, -0.020], [-0.042, -0.047, 0.006], [-0.011, 0.034, 0.007], [0.013, -0.003, -0.048], [-0.050, 0.204, -0.115], [-0.025, -0.133, -0.017], [0.007, -0.022, 0.005], [0.005, 0.013, 0.021], [-0.010, -0.013, 0.040], [0.034, 0.010, 0.006], [0.026, -0.076, 0.046], [0.093, 0.008, -0.028], [0.009, 0.041, -0.079], [-0.088, 0.051, 0.004], [-0.039, -0.084, 0.077], [0.017, -0.020, 0.008], [-0.002, 0.003, 0.013], [-0.005, -0.017, 0.039], [0.020, 0.015, 0.006], [0.039, -0.041, 0.017], [0.010, 0.026, -0.014], [0.083, 0.032, 0.044], [-0.041, 0.010, 0.066], [0.002, 0.125, 0.023], [-0.002, -0.007, -0.027], [-0.010, -0.010, 0.002], [-0.039, -0.016, -0.016], [0.011, -0.023, 0.007], [0.008, -0.032, -0.057], [-0.017, -0.021, -0.001]],
  "lowdin_charge": [0.152, -0.703, 0.167, 0.158, 0.060, 0.007, -0.473, 0.261, -0.310, 0.188, -1.003, 0.811, 0.255, 0.145, 0.118, 0.128, -0.085, -0.294, -0.089, 0.077, 0.071, 0.060, 0.096, 0.092, 0.067, -0.090, -0.323, -0.089, 0.060, 0.076, 0.076, 0.109, 0.107, 0.080, -0.078, -0.302, -0.087, 0.076, 0.074, 0.073, 0.117, 0.080, 0.053, -0.089, -0.318, -0.095, 0.073, 0.074, 0.072, 0.110, 0.108, 0.085, -0.090, -0.320, -0.093, 0.070, 0.072, 0.060, 0.108, 0.109, 0.064, -0.089, -0.319, -0.093, 0.074, 0.072, 0.073, 0.112, 0.090, 0.083, -0.091, -0.323, -0.094, 0.075, 0.075, 0.072, 0.105, 0.110, 0.083, -0.089, -0.316, -0.083, 0.073, 0.060, 0.070, 0.113, 0.088, 0.044, -0.093, -0.316, -0.092, 0.071, 0.073, 0.072, 0.112, 0.108, 0.085, -0.088, -0.310, -0.096, 0.077, 0.075, 0.073, 0.104, 0.114, 0.088]
}

=====

{
  "formula": "C12H40O8",
  "method": "the ωB97M-V functional and the def2-TZVPD basis",
  "smiles": "CCO.CCO.CCO.CCO.CO.CO.CO.CO",
  "total_charge": 0,
  "relative_energy_kj_mol": 469.4,
  "elements": ["C", "C", "O", "H", "H", "H", "H", "H", "H", "C", "C", "O", "H", "H", "H", "H", "H", "H", "C", "C", "O", "H", "H", "H", "H", "H", "H", "C", "C", "O", "H", "H", "H", "H", "H", "H", "C", "O", "H", "H", "H", "H", "C", "O", "H", "H", "H", "H", "C", "O", "H", "H", "H", "H", "C", "O", "H", "H", "H", "H"],
  "xyz": [[-0.7285, -0.1303, -2.3772], [0.2386, -0.6822, -1.4583], [1.3129, 0.1959, -1.3414], [-0.2988, 0.3731, -3.2300], [-1.3767, 0.5567, -1.9009], [-1.3090, -0.8797, -2.8314], [0.5514, -1.6687, -1.7643], [-0.1673, -0.8837, -0.4469], [2.0309, -0.3413, -1.0450], [4.2341, -0.2411, 1.5757], [3.2178, -1.3003, 1.0279], [3.4030, -1.5745, -0.3082], [4.1425, 0.6483, 0.9706], [5.2310, -0.6078, 1.5273], [3.9702, 0.0018, 2.5899], [2.1570, -0.9781, 1.1604], [3.3756, -2.2459, 1.4966], [3.7953, -2.4633, -0.4076], [-2.0474, -4.0810, -2.5564], [-1.4868, -3.9485, -1.1337], [-2.0020, -2.8342, -0.5773], [-2.0135, -3.1631, -3.1851], [-3.1301, -4.2925, -2.5441], [-1.6020, -4.8621, -3.0168], [-0.3718, -3.8120, -1.2126], [-1.6737, -4.8667, -0.6029], [-1.4884, -2.6760, 0.2428], [0.0153, 4.3268, -1.4471], [-0.9303, 3.4871, -0.5723], [-1.3520, 4.3630, 0.4957], [0.2149, 3.7688, -2.3104], [1.0443, 4.5114, -1.0068], [-0.4696, 5.2932, -1.8266], [-0.4013, 2.5581, -0.2641], [-1.8569, 3.2455, -1.1711], [-2.1707, 4.0941, 0.9206], [-3.5368, 1.0425, -0.1039], [-4.3737, 1.8755, -0.8539], [-2.5072, 1.4903, -0.0015], [-3.4921, 0.1292, -0.6680], [-3.9092, 0.8776, 0.9072], [-5.2552, 1.5493, -0.5646], [-0.5618, 0.9102, 2.0161], [-0.3219, 0.4660, 3.3399], [-1.1073, 0.2065, 1.4546], [0.4120, 1.0239, 1.4167], [-1.1174, 1.8963, 1.8906], [0.1686, 1.1338, 3.8938], [2.2870, 3.0676, 0.9629], [1.1844, 3.6309, 1.6413], [2.9872, 2.8124, 1.7463], [2.8252, 3.7773, 0.2222], [2.0535, 2.1188, 0.4826], [0.6007, 3.9592, 0.9869], [0.3445, -3.8239, 1.4484], [-0.4488, -2.6807, 1.7450], [1.1579, -3.3505, 0.8813], [-0.1897, -4.5756, 0.8902], [0.7149, -4.2659, 2.3996], [0.0274, -2.1616, 2.3975]],
  "forces_ev_per_angstrom": [[-0.837, 0.771, -1.271], [0.432, -1.105, 1.755], [0.310, 0.974, -0.096], [0.665, 0.290, -0.076], [-0.781, 0.827, 0.436], [-1.090, -1.135, -0.255], [0.481, -0.454, -0.518], [-0.305, 0.271, -0.330], [1.222, -0.347, 0.265], [-1.882, -0.732, -0.737], [0.137, 0.984, 1.528], [0.582, -0.730, -2.352], [0.075, 0.338, -0.164], [0.836, -0.349, -0.044], [-0.019, 0.135, 0.507], [0.710, -0.028, 0.202], [-0.189, -0.486, 1.286], [-0.334, 0.908, -0.108], [-2.159, 2.415, 1.266], [1.597, -0.301, -2.933], [-0.695, 1.702, 2.007], [0.601, -0.464, 0.642], [0.279, -0.102, 0.342], [1.537, -2.462, -1.783], [-0.597, -0.493, -0.093], [-0.248, -0.561, 0.479], [-0.658, 0.365, -0.252], [-0.049, 1.383, 0.655], [-0.979, 1.031, -0.984], [0.612, -0.277, 0.050], [0.339, -0.989, -1.434], [-1.397, 0.079, -0.190], [0.703, -1.255, 0.955], [-0.497, 0.473, 0.174], [1.088, -0.089, 0.441], [0.015, -0.367, -0.182], [1.619, 0.117, 0.230], [-1.694, 0.461, 0.574], [-1.114, -0.450, -0.287], [0.579, -0.927, 0.276], [-0.025, -0.118, 0.088], [0.582, 0.819, -0.818], [1.830, 2.344, -0.902], [0.325, 0.609, 0.702], [-0.881, -1.324, -0.103], [-1.142, 0.002, 0.928], [0.716, -1.034, 0.686], [-0.820, -0.811, -1.335], [1.042, 0.681, -0.246], [1.196, -0.409, 0.505], [0.476, 0.074, 0.125], [-0.967, -1.018, 1.088], [-0.239, 0.020, -0.491], [-1.252, 0.736, -0.580], [1.343, 0.976, 1.030], [-1.010, -0.252, 0.236], [0.361, -1.192, -0.191], [-0.222, 0.116, -0.090], [-0.058, 0.067, -0.680], [-0.152, 0.292, 0.066]],
  "lowdin_charge": [-0.066, -0.351, -0.057, 0.092, 0.048, 0.054, 0.109, 0.098, 0.022, -0.042, -0.325, -0.084, 0.058, 0.061, 0.069, 0.109, 0.098, 0.118, -0.063, -0.392, -0.064, 0.080, 0.083, 0.025, 0.112, 0.102, 0.049, -0.069, -0.310, -0.092, 0.045, 0.078, 0.109, 0.091, 0.123, 0.086, -0.187, -0.123, 0.050, 0.075, 0.088, 0.096, -0.175, -0.121, 0.038, 0.079, 0.088, 0.112, -0.177, -0.110, 0.065, 0.109, 0.044, -0.010, -0.119, -0.140, 0.075, 0.060, 0.100, 0.080]
}

=====

HOMO level (eV)
-9.66; -9.62